Formula: C2H3OS3
Source: OMol25
Level of theory: ωB97M-V with the def2-TZVPD basis set

Structure (XYZ):
```
9
Properties=species:S:1:pos:R:3
S 0.2974 1.8720 -0.2379
S -2.2674 -0.0544 -0.5363
S 2.0623 -0.4774 -0.5016
O -0.4666 -0.1850 1.5502
C 0.4367 0.1959 -0.8597
C -0.7121 0.2636 -0.0153
H -1.2736 -0.1669 2.0827
H 0.2699 0.0786 -1.8695
H 1.6532 -1.5265 0.3875
```

- Total charge: -1
- Kohn-Sham gap: 6.7 eV
- Energy relative to the best compared isomer or geometry (same formula, charge and spin): 1.605 eV
- Strongest force on any atom: 4.54 eV/Å
- Energy: -36675.531 eV


Formula: C2H3OS3
Source: OMol25
Level of theory: ωB97M-V with the def2-TZVPD basis set

Structure (XYZ):
```
9
Properties=species:S:1:pos:R:3
S -0.2364 -0.8252 1.6705
S 2.3195 -0.0432 -1.1470
S 0.3384 1.9930 -0.2785
O -1.5293 -0.0860 -0.3428
C 0.8872 0.4408 -0.5785
C -0.3401 -0.7485 -0.1707
H -1.5339 0.8626 -0.2533
H 0.6823 0.1397 1.8582
H -0.5876 -1.7331 -0.7578
```

- Total charge: -1
- Kohn-Sham gap: 7.2 eV
- Energy relative to the best compared isomer or geometry (same formula, charge and spin): 0.921 eV
- Strongest force on any atom: 3.57 eV/Å
- Energy: -36676.215 eV


Formula: C2H40N2O16
Source: OMol25
Level of theory: ωB97M-V with the def2-TZVPD basis set

Structure (XYZ):
```
60
Properties=species:S:1:pos:R:3
O -0.7388 0.6526 -1.0240
O 2.5416 -1.7015 -0.0771
O 1.4192 3.0871 -1.7908
O -3.1027 2.9896 0.9154
O -1.3249 -4.1039 -0.0135
O 1.0235 3.4394 3.2289
O -3.2876 0.3701 2.6284
O 0.5798 -3.6813 -1.6416
O -1.1443 1.4152 1.8688
O 0.8099 -1.0096 -3.4781
O -0.4053 1.4234 -4.2406
O 2.7737 0.6486 0.7290
O -1.3831 3.1285 -2.5840
O -2.9171 0.6409 -3.0561
O 1.4152 0.5271 3.8882
O 2.2130 1.4351 -3.5671
N -0.0815 -0.9597 0.9777
N 0.2948 -2.3883 2.9158
C 1.4212 -3.1766 2.3880
C -0.7319 -1.8703 1.9477
H 0.6670 -0.1523 3.7191
H -3.0488 2.1298 1.2763
H -0.0016 -0.0453 1.3108
H -0.5123 0.6056 -3.7522
H -1.2799 0.0113 -0.4835
H -1.0551 -2.7600 1.3620
H -1.5512 1.6254 2.6437
H -1.1553 2.8443 -3.4969
H 2.9560 -0.9016 -0.1389
H 0.6955 -1.3216 0.4379
H 1.5844 4.0045 -2.0388
H 1.2746 -0.1756 -3.0641
H -0.4069 -4.0476 -0.1702
H -0.5747 2.0709 1.5862
H 1.8381 0.6565 0.3715
H -0.4668 0.1829 -1.8308
H 0.0859 -2.8995 -1.9720
H 0.4212 2.9299 -1.8426
H -1.6144 -1.5501 2.5992
H 1.2007 -3.0618 -1.1920
H 2.0683 2.2407 -2.9411
H 0.9260 2.6822 3.8320
H 0.6483 3.4141 2.4724
H 0.2358 1.3147 -4.8596
H 1.2245 -1.0186 -4.3738
H 2.9431 1.0005 -3.1030
H 2.7054 1.0732 1.6244
H -3.6729 -0.1267 1.8515
H -1.6868 3.9504 -2.6696
H -1.4983 -4.1667 -1.0179
H 2.2315 -2.4583 2.2504
H 2.7792 -2.3430 0.6850
H -2.7295 1.5095 -2.7110
H 1.9159 -3.7116 3.1967
H -0.3983 -2.9029 3.4901
H 1.3190 -3.9102 1.4870
H -3.2213 -0.4740 3.1978
H -2.2890 0.0531 -2.5692
H -4.0898 2.8424 0.5907
H 2.1581 0.0191 4.2274
```

- Total charge: 0
- Kohn-Sham gap: 8.9 eV
- Energy relative to the best compared isomer or geometry (same formula, charge and spin): 0.000 eV
- Strongest force on any atom: 9.93 eV/Å
- Energy: -38459.761 eV


Formula: C2H48O24
Source: OMol25
Level of theory: ωB97M-V with the def2-TZVPD basis set

Structure (XYZ):
```
74
Properties=species:S:1:pos:R:3
O -0.8455 4.4025 0.1159
O 2.8245 0.5905 -0.7921
O 0.2935 1.3405 -2.6661
O 0.0365 -3.9235 -1.5811
O 0.4975 -0.8705 -1.2801
O -3.1735 -0.0705 -2.8631
O 1.3665 3.0485 -0.7331
O 2.9245 -0.3545 3.6199
O -2.1875 2.3735 -1.6211
O -3.4155 -2.1885 -0.8311
O 1.9875 -2.4745 0.3639
O -1.1135 -1.6155 -3.3641
O -0.5995 -4.0515 1.0179
O 0.1365 -0.2285 3.9119
O -1.2655 0.5575 1.6139
O -2.6565 2.8705 1.1499
O -3.1155 1.0795 3.6029
O 0.5485 2.6775 2.4929
O -2.3415 -1.6105 2.5939
O 2.3295 0.4235 -4.0081
O -3.4275 0.1255 0.2049
O 4.2025 -0.3495 1.3549
O 3.0635 2.2065 1.5149
O 2.2025 -2.2035 -2.9081
C -0.5995 -0.5785 -0.4681
C -0.2105 0.3465 0.7019
H -0.0685 3.8535 0.1869
H 1.7205 -1.9165 -2.1231
H -2.8255 -2.1685 -1.5951
H -0.4625 1.3395 -3.2461
H -1.9255 1.9595 -0.8371
H -2.3755 -0.5005 -3.0191
H 2.3795 -0.5175 -3.8731
H 0.2115 -3.0075 -1.4581
H -3.6075 -0.5115 -2.1091
H 3.5075 -0.4315 2.8869
H -2.0165 2.1455 1.2719
H -2.5955 0.0715 0.6929
H -1.8095 -0.9165 2.2099
H 3.0735 -2.5465 -2.5941
H 3.6595 -0.2375 0.5309
H 3.6395 1.4145 1.7679
H 0.9915 2.3955 -1.2691
H 2.1875 3.2825 -1.2241
H 2.1915 -0.9225 3.4829
H 1.9015 0.6125 -0.5711
H -2.4255 0.8535 3.0039
H -2.0265 -2.2495 1.9809
H 0.7875 0.1215 1.1279
H -0.1025 1.3975 0.3149
H -2.2305 3.5535 0.6019
H -0.3135 -3.9465 0.1529
H 1.3405 2.6435 1.9629
H -0.3055 0.1285 3.1299
H 2.9685 2.0635 0.5939
H -0.7655 4.7005 1.0439
H 1.8775 -2.2035 1.3329
H -0.5275 -1.4175 -2.6021
H -2.7805 1.8735 4.1089
H -3.4455 -0.6835 -0.3111
H 0.0415 -3.6235 1.5329
H -1.1695 -1.4485 -0.1121
H -1.2105 -0.1935 -1.1511
H 0.1145 1.9115 2.2589
H 1.5205 0.6935 -3.5181
H 2.7875 -0.0565 -1.4711
H 0.8865 -4.3275 -1.4751
H -0.3655 0.1085 4.6289
H 0.3305 0.4975 -2.1191
H -0.9985 -2.4485 -3.7371
H -2.3865 1.6975 -2.2411
H -3.3445 -3.0125 -0.3861
H 4.9775 0.2025 1.1009
H 1.5245 -1.7535 -0.0071
```

- Total charge: -2
- Kohn-Sham gap: 7.4 eV
- Energy relative to the best compared isomer or geometry (same formula, charge and spin): 2.586 eV
- Strongest force on any atom: 4.70 eV/Å
- Energy: -51994.578 eV


Formula: C2H4AgClCuO4S
Source: OMol25
Level of theory: ωB97M-V with the def2-TZVPD basis set

Structure (XYZ):
```
14
Properties=species:S:1:pos:R:3
Ag -3.2409 4.9109 -1.0621
Cu -4.2648 1.5630 -0.7800
Cl -2.0511 2.6541 -0.5226
S 1.6437 -2.0021 0.7893
O 0.5816 -1.9501 -0.3569
O 1.4653 -3.1289 1.5451
O 2.9249 -1.6438 0.2601
O 1.0724 -0.7027 1.5078
C 0.1232 -0.6090 -0.6842
C 0.6840 0.1959 0.5009
H 1.5550 0.8096 0.2051
H -0.9626 -0.6032 -0.5999
H 0.5175 -0.4078 -1.6766
H -0.0483 0.9141 0.8740
```

- Total charge: +2
- Kohn-Sham gap (alpha / beta): 9.3 / 4.6 eV
- Energy relative to the best compared isomer or geometry (same formula, charge and spin): 0.627 eV
- Strongest force on any atom: 6.24 eV/Å
- Energy: -82302.725 eV
- Multiplicity: 2


Formula: C2H4AgClO4S
Source: OMol25
Level of theory: ωB97M-V with the def2-TZVPD basis set

Structure (XYZ):
```
13
Properties=species:S:1:pos:R:3
Ag -6.5933 -10.9427 4.3442
Cl -4.8320 -11.8465 4.7859
S -5.8951 -11.1787 9.0643
O -5.9576 -10.2281 10.1830
O -4.4054 -11.8780 8.9206
O -5.7643 -10.3572 7.6285
O -6.9047 -12.2799 8.9794
C -4.4431 -10.3406 7.0801
C -3.7854 -11.5840 7.6608
H -3.8219 -12.3969 6.9356
H -2.7167 -11.4986 7.8576
H -3.9369 -9.4241 7.3834
H -4.4819 -10.3879 5.9918
```

- Total charge: +1
- Kohn-Sham gap (alpha / beta): 8.6 / 4.8 eV
- Energy relative to the best compared isomer or geometry (same formula, charge and spin): 1.218 eV
- Strongest force on any atom: 5.96 eV/Å
- Energy: -37672.893 eV
- Multiplicity: 2